1.
60
Properties=species:S:1:pos:R:3:forces:R:3 method="wB97M-V/def2-TZVPD" charge=+2 multiplicity=5 largest_force_ev_per_a=0.68 homo_energy_ev="-13.76 / -13.75"
Os -0.35346 0.06913 -0.08801 0.450 0.036 -0.514
Br 5.32647 2.13419 -5.04667 0.002 -0.008 -0.003
O -0.86588 -2.81479 -2.76715 0.033 0.018 0.123
O 1.46143 -1.07772 -0.97611 0.000 -0.282 0.285
O -1.14257 -1.17183 -1.30617 -0.164 0.020 0.186
O 1.48695 1.07370 -1.26410 -0.144 0.027 0.167
O -2.14924 2.39889 -6.04867 -0.007 0.080 -0.021
N 1.81418 0.40700 1.48708 0.020 0.026 -0.194
N -0.71274 1.40410 1.53187 -0.150 -0.010 0.214
N -0.23548 -1.61316 1.23070 0.122 -0.032 0.128
N -1.04572 1.51985 -1.52517 -0.071 0.068 0.131
N -2.14303 0.22470 -5.44719 -0.040 -0.119 -0.024
N 4.63382 -1.64455 -3.59569 -0.009 -0.002 -0.002
C 3.07694 -0.20798 -2.49930 0.059 0.043 0.010
C -1.38867 1.10245 -2.75906 -0.143 -0.117 -0.173
C 3.56778 0.90375 -3.18297 0.075 -0.036 -0.030
C -0.33584 2.47995 3.68057 0.108 -0.050 -0.009
C 1.97681 -0.06242 -1.54331 0.063 -0.050 -0.140
C 1.76516 2.14358 4.81079 -0.008 -0.004 -0.036
C -1.56652 3.34098 -3.55386 0.002 -0.048 -0.015
C 0.52138 2.70466 4.78404 0.027 -0.040 -0.075
C 0.12053 1.69493 2.59531 0.012 -0.015 0.044
C 3.63947 -1.45792 -2.74238 -0.026 -0.025 0.016
C -1.19713 3.77636 -2.29291 0.026 -0.043 0.102
C -0.69758 -3.38994 -0.42982 -0.077 0.006 0.002
C -0.93211 2.84497 -1.31302 0.080 0.098 0.008
C 4.60021 0.70183 -4.07555 -0.077 0.046 0.060
C 1.42639 1.16289 2.62568 -0.052 0.063 0.060
C -2.47284 2.65791 2.59435 0.044 -0.059 -0.029
C 5.10198 -0.58771 -4.24854 0.023 0.020 -0.022
C 2.22050 1.37207 3.72333 -0.093 0.022 -0.025
C -0.87479 -2.48325 -1.62726 -0.032 -0.105 -0.071
C -1.65027 2.97764 3.64337 -0.040 0.014 -0.011
C -2.01447 1.54409 -5.20568 0.030 0.018 0.056
C -1.65544 1.97662 -3.79278 -0.010 -0.062 0.004
C -1.97216 1.85320 1.57705 -0.025 0.065 -0.058
C -1.12590 -2.77235 0.89312 -0.027 0.027 -0.080
H -2.61612 1.56522 0.75500 -0.015 0.042 -0.047
H 2.54339 -0.27043 1.69062 -0.038 0.028 0.016
H -0.36865 -1.33882 2.20525 -0.023 -0.014 -0.097
H -1.09317 4.82770 -2.06874 0.003 0.014 0.020
H 0.16898 3.31271 5.60443 -0.032 0.023 0.049
H -2.39435 -0.04556 -6.38575 0.013 0.005 0.024
H -2.00785 3.59327 4.45815 -0.011 0.023 0.033
H 2.15688 1.01116 0.74382 0.071 0.026 -0.052
H -3.49446 2.99935 2.54590 -0.064 0.011 -0.014
H 5.91263 -0.76610 -4.94272 0.042 0.009 -0.039
H -1.77052 4.02331 -4.36833 -0.011 0.015 -0.025
H -2.15232 -2.40466 0.84602 0.071 -0.050 0.018
H -0.58359 3.16049 -0.34244 -0.020 -0.010 0.083
H -1.27914 -4.29413 -0.62002 0.039 0.039 -0.001
H -1.43305 0.03050 -2.89323 -0.001 0.188 -0.001
H 0.73571 -1.92774 1.15376 -0.091 0.110 0.006
H 3.15200 1.88810 -3.01778 -0.002 0.001 -0.006
H -2.09418 -0.49637 -4.75072 0.020 0.023 -0.017
H -1.05974 -3.50077 1.70242 0.016 -0.005 -0.085
H 2.41537 2.29667 5.65959 0.024 0.008 0.018
H 0.35111 -3.69804 -0.40696 0.008 -0.011 0.019
H 3.27042 -2.33570 -2.22925 -0.035 -0.041 0.040
H 3.21710 0.95213 3.74819 0.053 -0.024 -0.004

---

2.
53
Properties=species:S:1:pos:R:3:forces:R:3 method="wB97M-V/def2-TZVPD" charge=0 largest_force_ev_per_a=4.57 homo_energy_ev=-6.87
Br -0.92272 2.23469 1.71747 -0.680 0.861 0.110
S -0.38478 2.51003 -1.29612 -0.955 -0.325 -0.499
O 0.60629 2.33865 -2.35126 -0.413 0.167 1.073
O -1.01178 -5.51903 -4.47514 -0.333 -0.404 0.394
O -1.61734 1.75582 -1.31143 0.412 0.439 -0.449
O 1.87180 -0.51139 6.13417 -0.379 -0.254 0.360
C 1.15337 -1.50218 6.91059 0.393 0.363 -0.460
C 1.98828 0.92646 2.79795 -0.556 -0.555 -0.193
C 2.22076 0.71383 4.13942 -0.404 -0.650 0.664
C 0.52717 -1.01842 -1.52847 0.264 1.127 2.295
C 0.92879 0.23607 0.60835 2.543 3.573 -1.278
C -0.82044 4.28438 -1.26087 0.288 0.134 0.331
C 0.42497 -2.30422 -3.62793 0.046 0.435 1.116
C 1.62639 -0.39108 4.80529 -0.067 -0.273 -0.745
C -0.53335 -4.51736 -3.68653 0.466 0.421 0.897
C 1.17796 0.04650 2.03028 0.118 0.071 1.634
C 0.59982 -1.05391 2.72141 0.022 0.749 -0.464
C 0.66143 -0.91798 -0.15572 -1.229 -1.176 -3.631
C -1.82772 -6.54903 -3.85729 0.557 0.495 -0.194
C -0.26755 6.59154 -1.75121 -0.365 -0.293 0.088
C 0.83824 -1.30015 4.06879 0.174 0.521 0.521
C 0.36379 2.08186 0.28716 -3.353 0.182 0.942
C -2.09194 4.67938 -0.83418 -0.231 -0.230 -0.223
C -0.32206 -3.36841 -1.56229 0.230 0.618 -0.538
C -1.57762 6.96118 -1.42048 0.279 -0.230 0.426
C 0.12575 -3.43434 -4.33088 -1.121 -1.446 -0.243
C 0.11001 5.24992 -1.67195 -0.124 -0.231 -0.274
C 0.17899 -2.21614 -2.23005 0.052 -1.749 -0.322
C -2.47935 6.01803 -0.91691 0.456 -0.045 -0.228
C -0.65240 -4.51303 -2.27065 -0.436 -0.337 -1.078
H 0.06274 -1.44756 6.75579 0.415 0.063 -0.053
H 1.38908 -1.25695 7.94908 -0.071 -0.110 -0.222
H 0.65472 -0.13485 -2.15046 -0.062 0.030 0.165
H -1.21516 -7.16523 -3.17568 -0.280 0.208 -0.245
H -2.17797 -7.15621 -4.69609 0.051 0.101 0.256
H 2.83211 1.39564 4.72910 -0.165 -0.129 -0.161
H -2.68820 -6.11929 -3.31119 0.419 -0.095 -0.260
H -0.12039 -1.70261 2.21518 0.408 0.196 0.091
H -1.08844 -5.38745 -1.76474 0.269 0.602 -0.198
H 1.09645 4.94287 -2.01526 -0.169 0.004 0.164
H -0.50211 -3.36852 -0.48402 0.086 0.147 -0.397
H 0.45361 7.33863 -2.08310 -0.238 -0.214 0.032
H 0.36185 -2.16024 4.55710 0.263 0.466 -0.260
H -2.81600 3.93479 -0.51167 0.260 0.033 0.013
H 0.87119 -1.45096 -4.13670 -0.095 -0.132 0.118
H 0.27657 -3.52099 -5.40659 0.000 0.140 0.242
H -1.87359 7.99982 -1.49885 -0.011 -0.022 -0.025
H 1.47569 1.06909 0.03780 2.181 -3.100 0.838
H 2.38316 1.83597 2.36087 0.123 -0.133 -0.196
H 1.52460 -2.51129 6.67430 -0.176 0.266 0.045
H 0.63640 -1.85824 0.38876 -0.212 0.310 0.005
H 1.04926 2.89468 0.48459 1.022 -0.473 0.180
H -3.48030 6.31722 -0.59973 0.327 -0.116 -0.164

---

3.
58
Properties=species:S:1:pos:R:3:forces:R:3 method="wB97M-V/def2-TZVPD" charge=+2 multiplicity=5 largest_force_ev_per_a=4.55 homo_energy_ev="-13.80 / -13.84"
Ru 0.55340 -1.26886 0.53976 -0.083 0.780 0.421
Cl -1.50955 2.59450 -1.39931 -0.453 0.324 0.055
Cl -1.06818 -2.93278 -0.96895 -0.232 0.342 0.276
S 0.52333 0.51942 2.54725 0.475 0.025 -0.419
O -1.21786 -1.63944 2.13615 0.153 0.951 -0.496
O -1.08862 0.51869 2.80492 -1.831 -0.362 0.088
N 1.58284 1.94164 0.61389 -0.060 0.823 -0.575
N -2.50242 -0.00220 -0.33305 0.581 -0.054 0.887
N 2.48062 -1.89781 -0.09775 1.734 -0.741 0.094
N -0.20532 3.03858 1.66333 0.311 -2.784 1.437
N 2.10222 0.71880 0.36779 0.564 -0.988 -0.207
C 2.74423 -3.24818 -0.24674 -0.134 1.581 0.354
C 4.90715 -2.80605 -0.99328 2.381 -1.968 -0.942
C -0.84971 1.07721 -1.78769 -0.112 -2.141 0.608
C -3.95118 -1.16127 1.27579 -0.189 -0.283 -0.792
C -3.28038 -0.48131 2.46125 -0.124 0.169 -0.607
C 4.29724 1.50269 -0.58870 -3.280 0.850 -3.043
C 4.73949 -1.51874 -0.67069 0.805 2.296 -0.064
C -3.52159 -0.94619 -0.03185 -0.650 -0.986 -1.742
C -5.21579 -2.50907 -0.91408 0.939 0.709 -1.408
C -4.13362 -1.62734 -1.12925 -0.753 -0.322 2.415
C 0.59448 1.94890 1.44744 0.202 1.358 -0.082
C 0.06138 4.31147 0.92924 0.109 -2.054 0.711
C 0.15766 1.00457 -2.74069 -0.911 3.519 1.188
C 0.71308 -0.13502 -3.16708 0.493 -3.072 -0.575
C 3.51364 -1.01586 -0.27191 -0.513 0.763 -0.685
C -1.40749 -0.12335 -1.12476 1.444 0.933 -2.108
C -1.79487 -0.59589 2.40906 0.723 -0.418 0.053
C 3.92478 -3.71450 -0.77318 -0.724 -1.143 0.659
C -5.07177 -1.98724 1.42452 1.226 1.043 -1.003
C 3.27400 0.52848 -0.14900 -1.459 -2.578 0.552
C 0.29042 -1.30236 -2.56327 -0.266 0.742 0.330
C -5.72650 -2.58468 0.35590 -0.229 -1.116 1.141
C -0.67452 -1.29656 -1.54132 -0.789 0.054 0.390
C 1.14886 5.08020 1.59583 -0.340 0.195 1.588
H 0.66434 -2.25947 -2.82550 0.388 -0.622 -0.376
H -3.82693 -1.46798 -2.11860 0.693 0.353 -1.166
H -5.33613 -2.10149 2.42093 -1.122 -0.612 1.575
H 2.00062 -3.86981 0.20456 -0.464 -0.520 -0.346
H -5.61238 -3.08280 -1.79130 0.189 0.694 1.111
H -0.69020 2.89223 2.58066 0.288 1.245 -1.327
H 5.65502 -0.94702 -0.78843 -0.521 0.690 0.152
H 0.19882 3.92919 -0.07412 0.750 0.512 -0.196
H 0.50826 1.98748 -3.07772 -0.191 -0.478 -0.259
H 1.38889 -0.23853 -4.00539 0.180 0.443 0.140
H -3.64279 0.54585 2.56022 0.343 -0.043 0.203
H 1.97518 4.43321 1.88426 0.134 0.100 -0.170
H 5.19173 1.27896 -0.17253 2.940 -0.473 1.279
H -3.48510 -1.01861 3.37391 -0.590 -0.193 0.476
H 0.76722 5.58792 2.53350 0.388 -0.584 -1.054
H -6.55600 -3.25084 0.59248 0.078 0.260 -0.190
H 4.39972 1.46306 -1.76137 -0.185 0.070 2.219
H 5.90550 -3.18119 -1.35541 -1.159 0.596 0.395
H 3.91648 2.48424 -0.29219 0.451 -0.003 -0.172
H 1.46868 5.83127 0.92521 0.649 0.945 -0.576
H 4.18825 -4.76386 -0.85337 -0.599 0.005 -0.096
H -0.84012 4.83699 0.90883 -1.518 0.916 0.061
H -2.62850 0.92071 0.05174 -0.128 0.250 -0.183

---

4.
53
Properties=species:S:1:pos:R:3:forces:R:3 method="wB97M-V/def2-TZVPD" charge=+2 multiplicity=4 largest_force_ev_per_a=2.90 homo_energy_ev="-14.31 / -14.31"
Er -1.20233 0.17986 1.46125 -1.001 2.481 1.055
Cl -0.46367 1.84448 3.09552 -0.259 -0.693 -0.694
P -0.17244 1.11913 -0.94790 0.545 0.509 0.709
O 2.52888 -1.84616 5.34103 -0.753 -1.274 -0.578
N 1.97018 -4.01996 5.85090 -0.251 0.460 -0.396
N -0.26948 -1.63720 2.37229 1.663 -1.250 -0.046
C 0.46988 3.72528 -0.27773 -0.450 -0.241 -0.166
C -2.88978 0.39020 -1.02443 0.604 -0.234 -0.300
C 2.97488 0.83895 -3.51716 -0.012 -0.220 0.107
C 2.35840 -0.10977 -0.95916 -0.445 0.557 -0.470
C -1.44291 -0.65762 -2.69487 -0.160 0.095 0.177
C 0.27308 -4.10502 3.52044 0.567 0.357 0.576
C 3.96942 0.24958 -2.72195 -0.294 0.227 0.081
C -1.62366 0.27861 -1.66612 0.264 -0.343 0.393
C 1.00736 -2.97265 3.90737 -0.682 0.365 -0.612
C 0.79448 -1.77537 3.22475 -1.524 0.266 -0.181
C 3.65426 -0.23863 -1.44970 -0.009 -0.138 0.018
C -3.81625 -1.13872 -2.65876 0.122 0.044 -0.075
C -2.54734 -1.31612 -3.22322 -0.396 -0.078 -0.087
C 1.89912 -2.87080 5.10101 1.258 -0.115 1.077
C 1.39591 0.62092 -1.69888 0.141 -0.715 -0.200
C -0.65667 -3.98450 2.50170 -0.784 0.037 -0.821
C -1.63990 4.80347 -1.77799 0.108 0.196 0.034
C 0.22211 5.09548 -0.23841 -0.042 -0.063 -0.114
C -0.90579 -2.74908 1.91903 0.687 0.011 1.491
C -3.97414 -0.32462 -1.53488 -0.304 -0.095 0.426
C -1.39684 3.42914 -1.83536 0.172 0.270 0.327
C -0.35551 2.88721 -1.06515 -0.300 0.774 -0.258
C -0.83389 5.63882 -0.98971 -0.081 -0.265 0.067
C 1.68902 1.03091 -3.01048 0.199 -0.045 0.207
H 0.12626 -0.78344 0.35577 -1.268 -1.716 -1.959
H 4.99249 0.17771 -3.09307 -0.331 -0.054 0.065
H -2.42836 -1.96420 -4.09462 -0.020 0.128 0.360
H -0.44138 -0.88065 -3.06469 -0.272 0.295 -0.086
H 3.19814 1.13860 -4.54062 -0.007 -0.009 0.302
H -2.47286 5.22260 -2.34796 0.347 -0.093 0.170
H 2.07233 -0.59030 -0.02269 0.302 0.353 0.039
H 4.41417 -0.72011 -0.82626 -0.273 0.120 -0.366
H -4.94410 -0.25298 -1.02874 0.348 0.029 -0.374
H -0.57691 -1.10702 0.01589 2.271 -0.132 0.148
H 0.45968 -5.06912 4.01629 -0.241 0.494 -0.396
H -1.04425 6.71500 -0.93541 0.112 -0.558 -0.069
H 1.40149 -0.87941 3.38921 -0.335 -0.364 0.384
H 1.27227 3.28676 0.31940 -0.198 0.179 -0.122
H 0.84217 5.73245 0.40317 -0.288 -0.237 -0.375
H 0.90551 1.47875 -3.62840 0.363 0.078 0.206
H -4.68295 -1.64650 -3.09175 0.342 0.169 0.222
H -1.24981 -4.82238 2.15567 0.243 -0.114 0.050
H -2.01943 2.77683 -2.45146 0.142 0.297 0.153
H 1.19817 -4.66980 5.94188 0.278 0.245 -0.192
H 2.60520 -4.00802 6.62493 0.171 0.157 0.363
H -1.59675 -2.61319 1.08524 -0.183 -0.221 0.207
H -3.04747 1.09261 -0.18518 -0.086 0.074 -0.474